Here is a 3-piece molecular cluster, C18H47N4O7S overall at a distorted geometry from the Open Molecules 2025 dataset. Energies are from the ωB97M-V functional and the def2-TZVPD basis.

Output
E in Eh: -1857.49385
E_HOMO in eV: -9.94

ORCA input file:
```
! RIJCOSX wB97M-V def2-TZVPD def2/J DEFGRID3
* xyz 1 1
N 3.014 0.318 5.499
C 4.297 0.658 6.027
S 4.654 2.408 6.388
C 5.372 3.286 4.888
N 4.581 4.114 4.077
C 3.131 3.195 6.959
O 2.421 3.875 5.961
C 0.995 3.683 6.026
O 0.584 2.483 5.507
C 0.496 2.468 4.080
C -0.068 1.119 3.601
O -0.671 0.362 4.621
H 3.071 0.002 4.542
H 2.322 1.048 5.574
H 4.478 0.189 6.989
H 5.109 0.368 5.366
H 6.205 3.839 5.303
H 5.776 2.446 4.329
H 4.416 5.021 4.489
H 3.682 3.719 3.844
H 2.561 2.387 7.417
H 3.457 3.876 7.739
H 0.565 4.521 5.487
H 0.683 3.712 7.066
H 1.489 2.622 3.651
H -0.135 3.291 3.754
H -0.828 1.289 2.850
H 0.713 0.543 3.112
H 0.003 -0.083 5.139
C -0.170 3.557 -3.278
O -0.726 2.281 -3.509
C 0.176 1.320 -4.041
C 0.465 0.231 -3.038
N 1.242 0.721 -1.908
C 1.357 -0.231 -0.811
C 0.089 -0.718 -0.122
O -0.583 0.279 0.632
C -1.469 1.103 -0.107
H -0.993 4.228 -3.044
H 0.537 3.561 -2.438
H 0.347 3.933 -4.165
H 1.101 1.802 -4.370
H -0.300 0.869 -4.915
H 1.030 -0.566 -3.530
H -0.499 -0.194 -2.723
H 0.820 1.578 -1.571
H 1.995 0.228 -0.048
H 1.890 -1.113 -1.181
H 0.386 -1.484 0.599
H -0.605 -1.201 -0.819
H -1.931 0.556 -0.931
H -0.974 1.992 -0.509
H -2.254 1.433 0.574
C -2.535 -5.478 -6.656
O -2.903 -4.119 -6.546
C -4.263 -3.892 -6.201
C -4.385 -3.308 -4.814
N -4.014 -4.278 -3.796
C -3.893 -3.744 -2.447
C -2.845 -2.671 -2.189
O -1.506 -3.122 -2.286
C -0.964 -3.155 -3.593
H -1.537 -5.506 -7.089
H -2.511 -5.986 -5.685
H -3.218 -6.023 -7.314
H -4.838 -4.819 -6.282
H -4.671 -3.175 -6.919
H -5.424 -3.005 -4.650
H -3.766 -2.399 -4.788
H -3.142 -4.718 -4.060
H -3.677 -4.581 -1.779
H -4.867 -3.344 -2.148
H -2.971 -2.337 -1.155
H -2.990 -1.792 -2.831
H -1.374 -2.354 -4.215
H -1.122 -4.114 -4.093
H 0.112 -3.007 -3.496
*
```